A:
DFT (ωB97M-V/def2-TZVPD) results for one molecule with the formula C5H10N2O.

* SMILES: [H]/N=C/[C@H]1C[C@@H](O)[C@H]1N
* frontier orbital gap: 0.334 hartree
* highest occupied orbital energy: -0.308 Ha

Atoms and positions in Å:
H1 3.883 -0.298 0.233
N1 3.031 0.118 0.602
C1 2.001 -0.081 -0.096
C2 0.708 0.549 0.307
C3 -0.222 1.118 -0.788
C4 -1.471 0.677 -0.041
O1 -2.399 -0.034 -0.826
C5 -0.381 -0.415 0.811
N2 -0.455 -1.701 0.215
H2 1.959 -0.718 -0.988
H3 0.917 1.309 1.062
H4 -0.103 2.184 -0.962
H5 -0.127 0.573 -1.726
H6 -1.890 1.388 0.677
H7 -3.183 -0.228 -0.301
H8 -0.386 -0.520 1.896
H9 -0.751 -1.620 -0.762
H10 -1.130 -2.301 0.686

Here are the Löwdin charges for atoms 1 to 2, given in e: H 0.043; N 0.095

---

B:
DFT (ωB97M-V/def2-TZVPD) results for a 2-piece molecular cluster, C5H10N2O overall.

* SMILES: CCc1c[nH]cn1.O
* frontier orbital gap: 0.344 hartree
* highest occupied orbital energy: -0.312 Ha

Atoms and positions in Å:
C1 0.000 0.000 0.000
C2 1.375 0.249 -0.676
C3 1.737 -0.631 -1.896
C4 2.430 -1.822 -1.923
N1 2.646 -2.119 -3.256
C5 1.857 -1.246 -3.898
N2 1.278 -0.319 -3.142
H1 -0.204 -1.010 0.393
H2 -0.826 0.290 -0.671
H3 0.031 0.707 0.846
H4 1.391 1.276 -1.088
H5 2.062 0.224 0.191
H6 2.877 -2.372 -1.094
H7 3.149 -2.870 -3.736
H8 1.681 -1.279 -4.973
O1 3.100 2.483 -3.044
H9 3.504 2.926 -2.264
H10 2.145 2.408 -2.820

Here are the Löwdin charges for atoms 1 to 2, given in e: C -0.115; C -0.194

---

C:
DFT (ωB97M-V/def2-TZVPD) results for one molecule with the formula C5H10N2O.

* SMILES: CC1=C(N)[C@H](C)N1O
* frontier orbital gap: 0.312 hartree
* highest occupied orbital energy: -0.278 Ha

Atoms and positions in Å:
C1 -0.540 0.576 -2.384
C2 -0.287 0.105 -0.997
C3 -0.437 0.626 0.246
N1 -0.611 1.910 0.738
C4 -0.257 -0.610 1.018
C5 0.804 -0.701 2.066
N2 0.036 -1.229 -0.674
O1 1.461 -1.472 -0.684
H1 -0.691 -0.288 -3.032
H2 0.312 1.135 -2.779
H3 -1.426 1.213 -2.437
H4 -0.785 2.614 0.037
H5 -1.224 1.988 1.537
H6 -1.147 -1.206 1.200
H7 0.387 -0.709 3.073
H8 1.367 -1.629 1.920
H9 1.532 0.105 1.979
H10 1.508 -2.426 -0.828

Here are the Löwdin charges for atoms 1 to 2, given in e: C -0.037; C -0.311

---

Short version: B is the most stable of them.

---

A:
DFT (ωB97M-V/def2-TZVPD) results for one molecule with the formula C6H10O.

* SMILES: C[C@H]1CC=C[C@H]1O
* frontier orbital gap: 0.384 hartree
* highest occupied orbital energy: -0.348 Ha

Atoms and positions in Å:
C1 1.834 -0.518 0.016
C2 0.562 0.133 0.542
C3 0.096 1.332 -0.339
C4 -1.399 1.155 -0.375
C5 -1.811 0.094 0.305
C6 -0.657 -0.822 0.600
O1 -0.608 -1.856 -0.380
H1 1.715 -0.820 -1.030
H2 2.671 0.186 0.067
H3 2.092 -1.417 0.582
H4 0.732 0.470 1.575
H5 0.481 1.299 -1.366
H6 0.432 2.293 0.083
H7 -2.109 1.574 -1.064
H8 -2.860 -0.135 0.449
H9 -0.745 -1.374 1.534
H10 -0.521 -1.441 -1.250

Here are the Löwdin charges for atoms 1 to 2, given in e: C -0.074; C -0.312

---

B:
DFT (ωB97M-V/def2-TZVPD) results for one molecule with the formula C6H10O.

* SMILES: C/C=C/C=C(/C)O
* frontier orbital gap: 0.317 hartree
* highest occupied orbital energy: -0.284 Ha

Atoms and positions in Å:
C1 1.644 1.152 2.570
C2 1.349 0.726 1.180
C3 0.180 0.262 0.684
C4 0.099 -0.259 -0.683
C5 -1.112 -0.618 -1.177
C6 -1.390 -0.895 -2.617
O1 -2.096 -1.153 -0.376
H1 0.771 1.039 3.212
H2 2.445 0.507 2.955
H3 1.977 2.188 2.600
H4 2.167 0.888 0.483
H5 -0.748 0.586 1.142
H6 0.848 -0.054 -1.432
H7 -2.139 -1.696 -2.651
H8 -0.553 -1.455 -3.062
H9 -1.675 -0.148 -3.356
H10 -1.768 -1.068 0.530

Here are the Löwdin charges for atoms 1 to 2, given in e: C -0.115; C -0.177

---

Short version: A is the most stable of them.

---

A:
DFT (ωB97M-V/def2-TZVPD) results for one molecule with the formula C6H10O.

* SMILES: C[C@H]1C[C@@]2(O)C[C@@H]12
* frontier orbital gap: 0.380 hartree
* highest occupied orbital energy: -0.346 Ha

Atoms and positions in Å:
C1 -1.229 0.811 1.233
C2 -0.611 1.017 -0.135
C3 0.951 0.931 -0.231
C4 0.824 -0.510 -0.792
O1 1.630 -1.054 -1.769
C5 0.211 -1.346 0.251
C6 -0.642 -0.356 -0.767
H1 -2.263 0.458 1.132
H2 -1.215 1.692 1.885
H3 -0.683 -0.105 1.552
H4 -1.046 1.866 -0.679
H5 1.491 1.066 0.715
H6 1.361 1.590 -1.001
H7 2.227 -1.637 -1.285
H8 -0.073 -2.371 0.065
H9 0.696 -1.269 1.244
H10 -1.438 -0.758 -1.399

Here are the Löwdin charges for atoms 1 to 2, given in e: C -0.084; C -0.310

---

B:
DFT (ωB97M-V/def2-TZVPD) results for one molecule with the formula C6H10O.

* frontier orbital gap: 0.268 hartree
* highest occupied orbital energy: -0.243 Ha

Atoms and positions in Å:
C1 -0.673 -0.753 -1.576
C2 -0.169 -0.162 -0.282
C3 0.973 0.866 -0.331
C4 0.993 1.348 1.134
C5 -1.094 0.560 0.693
O1 0.069 0.124 1.757
C6 0.267 -1.041 0.886
H1 0.130 -1.319 -2.061
H2 -0.993 0.032 -2.270
H3 -1.517 -1.432 -1.415
H4 1.889 0.424 -0.760
H5 0.672 1.696 -0.990
H6 1.967 1.211 1.611
H7 -1.316 1.631 0.478
H8 -1.966 0.044 1.090
H9 1.294 -1.427 0.879
H10 -0.443 -1.826 1.167

Here are the Löwdin charges for atoms 1 to 2, given in e: C -0.021; C -0.499

---

Short version: A is the most stable of them.

---

A:
DFT (ωB97M-V/def2-TZVPD) results for one molecule with the formula C6H10O.

* frontier orbital gap (spin up / spin down): 0.329 / 0.286 hartree
* highest occupied orbital energy (spin up / spin down): -0.312 / -0.283 Ha

Atoms and positions in Å:
C1 -1.937 -0.672 0.034
C2 -0.923 -0.016 -0.833
O1 -0.673 1.361 -0.526
C3 0.724 1.518 -0.336
C4 1.242 0.109 -0.011
C5 0.728 -0.374 1.359
C6 0.346 -0.683 -0.892
H1 -0.369 -0.582 1.301
H2 -1.753 -1.701 0.341
H3 -2.983 -0.442 -0.166
H4 -1.390 -0.117 -1.839
H5 1.206 1.916 -1.243
H6 0.875 2.228 0.484
H7 2.322 -0.001 -0.152
H8 0.793 0.394 2.133
H9 1.255 -1.279 1.666
H10 0.537 -1.658 -1.321

Here are the Löwdin charges for atoms 1 to 2, given in e: C 0.086; C -0.472

---

B:
DFT (ωB97M-V/def2-TZVPD) results for one molecule with the formula C6H10O.

* frontier orbital gap (spin up / spin down): 0.270 / 0.270 hartree
* highest occupied orbital energy (spin up / spin down): -0.271 / -0.271 Ha

Atoms and positions in Å:
C1 -1.792 -1.582 -0.112
C2 -0.625 -0.760 -0.661
C3 -0.243 0.361 0.260
C4 1.884 1.006 -0.786
O1 -1.265 0.925 0.869
C5 1.072 0.809 0.468
C6 1.603 0.786 1.741
H1 -2.023 -2.416 -0.781
H2 -2.682 -0.960 -0.002
H3 -1.541 -1.989 0.872
H4 -0.884 -0.327 -1.639
H5 0.264 -1.378 -0.824
H6 2.729 1.641 -0.517
H7 2.265 0.070 -1.209
H8 1.285 1.508 -1.561
H9 -0.906 1.700 1.340
H10 0.859 0.605 2.544

Here are the Löwdin charges for atoms 1 to 2, given in e: C -0.084; C -0.159

---

Short version: B is the most stable of them.

---

A:
DFT (ωB97M-V/def2-TZVPD) results for one molecule with the formula C6H10O.

* SMILES: CCC1=C(C)[C@@H]1O
* frontier orbital gap: 0.367 hartree
* highest occupied orbital energy: -0.332 Ha

Atoms and positions in Å:
C1 -1.112 -1.662 -0.765
C2 0.075 -1.669 0.174
C3 0.406 -0.265 0.463
C4 0.048 0.972 0.242
C5 -0.895 1.947 -0.300
C6 1.321 0.797 0.862
O1 2.612 1.032 0.275
H1 -1.653 -0.856 -0.382
H2 -1.676 -2.558 -0.702
H3 -0.822 -1.502 -1.846
H4 0.775 -2.201 -0.363
H5 -0.295 -2.244 1.086
H6 -1.571 2.022 0.502
H7 -1.430 1.677 -1.239
H8 -0.486 2.987 -0.513
H9 1.387 1.093 1.892
H10 3.317 0.429 0.614

Here are the Löwdin charges for atoms 1 to 2, given in e: C -0.104; C -0.190

---

B:
DFT (ωB97M-V/def2-TZVPD) results for a 2-piece molecular cluster, C6H10O overall.

* SMILES: C/C=C\OC1C=C1.[H][H]
* frontier orbital gap: 0.357 hartree
* highest occupied orbital energy: -0.314 Ha

Atoms and positions in Å:
C1 -0.369 -2.502 0.420
C2 -0.769 -1.122 0.843
C3 -0.046 -0.012 0.957
O1 1.189 0.250 0.447
C4 1.241 1.592 -0.056
C5 0.423 2.031 -1.211
C6 0.021 2.428 -0.041
H1 -0.718 -3.180 1.208
H2 0.715 -2.611 0.336
H3 -0.832 -2.840 -0.516
H4 -1.783 -1.011 1.219
H5 -0.476 0.821 1.506
H6 2.238 1.993 0.119
H7 0.263 2.023 -2.277
H8 -0.728 2.918 0.561
H9 -0.329 -0.613 -1.499
H10 -0.040 -0.164 -2.015

Here are the Löwdin charges for atoms 1 to 2, given in e: C -0.112; C -0.172

---

Short version: A is the most stable of them.

---

A:
DFT (ωB97M-V/def2-TZVPD) results for C6H10O as an isolated structure.

* frontier orbital gap: 0.334 hartree
* highest occupied orbital energy: -0.307 Ha

Atoms and positions in Å:
C1 -1.064 1.341 0.800
C2 0.405 0.983 0.647
C3 0.755 -0.503 0.983
C4 0.642 -0.832 -0.543
O1 1.490 -1.712 -1.194
C5 -0.774 -0.774 -0.911
C6 0.567 0.609 -0.786
H1 -1.356 2.143 0.109
H2 -1.312 1.672 1.828
H3 -1.459 0.404 0.191
H4 1.074 1.742 1.074
H5 0.073 -1.022 1.668
H6 1.792 -0.620 1.304
H7 0.980 -2.530 -1.255
H8 -1.072 -0.732 -1.946
H9 -1.453 -1.425 -0.317
H10 0.712 1.256 -1.653

Here are the Löwdin charges for atoms 1 to 2, given in e: C -0.086; C -0.340

---

B:
DFT (ωB97M-V/def2-TZVPD) results for one molecule with the formula C6H10O.

* SMILES: CC1(O)CC=CC1
* frontier orbital gap: 0.386 hartree
* highest occupied orbital energy: -0.349 Ha

Atoms and positions in Å:
C1 -1.838 -0.680 -0.232
C2 -0.493 -0.177 0.250
O1 -0.569 -0.190 1.672
C3 -0.115 1.240 -0.238
C4 1.394 1.223 -0.127
C5 1.855 -0.030 -0.113
C6 0.716 -1.021 -0.213
H1 -2.017 -1.689 0.152
H2 -1.881 -0.703 -1.326
H3 -2.635 -0.028 0.141
H4 0.287 0.120 2.002
H5 -0.412 1.383 -1.288
H6 -0.617 2.012 0.356
H7 2.008 2.119 -0.102
H8 2.903 -0.314 -0.075
H9 0.825 -1.923 0.399
H10 0.588 -1.342 -1.258

Here are the Löwdin charges for atoms 1 to 2, given in e: C -0.027; C -0.587

---

Short version: B is the most stable of them.